Record 1
4 unconnected molecules or ions with the total composition C18H32N2O6S. Source: OMol25; level of theory: wB97M-V/def2-TZVPD.

Spin multiplicity: 1
LUMO energy (eV): 0.1121
Gap between HOMO and LUMO (eV): 8.9

The geometry in XYZ format:
```
59
C18H32N2O6S (wB97M-V/def2-TZVPD)
O -2.5648 1.2772 -7.2530
S -2.1805 0.1687 -6.4464
O -1.9334 -1.1287 -7.0074
O -0.8657 0.6328 -5.6846
C -3.3373 -0.0180 -5.1285
C -2.8520 -0.9713 -4.0251
C -2.5167 -0.3280 -2.6670
C -1.1476 -0.8004 -2.1240
C -0.1412 0.3032 -1.9494
C 0.7588 0.6279 -2.9183
C 1.7361 1.6269 -2.7174
C 1.7956 2.3137 -1.5520
C 0.8560 2.0465 -0.5396
N 0.9070 2.7623 0.6205
C 0.0084 2.4744 1.5183
C -0.9752 1.4667 1.3191
N -1.0429 0.7638 0.2248
C -0.1219 1.0422 -0.7412
H -0.4831 -0.1229 -5.2095
H -3.5609 0.9813 -4.7603
H -4.2275 -0.4135 -5.6169
H -3.6444 -1.7059 -3.8829
H -1.9936 -1.5391 -4.3871
H -3.2927 -0.5696 -1.9433
H -2.5095 0.7603 -2.7528
H -0.7282 -1.5311 -2.8176
H -1.2819 -1.2807 -1.1571
H 0.6901 0.1226 -3.8708
H 2.4199 1.8554 -3.5234
H 2.5328 3.0864 -1.3863
H 0.0164 3.0178 2.4558
H -1.6944 1.2686 2.1062
C 1.1893 1.1311 5.8386
C 0.5227 2.4555 5.5274
O -0.6699 2.2939 4.7592
H 1.4310 0.6025 4.9149
H 2.1062 1.2815 6.4088
H 0.5286 0.4997 6.4333
H 1.1764 3.0860 4.9253
H 0.2960 2.9939 6.4533
H -1.2781 1.7520 5.2712
C 1.9680 -2.8706 -6.8389
C 1.3132 -2.9903 -5.4775
O 0.3713 -1.9413 -5.2390
H 2.4711 -1.9085 -6.9360
H 2.7005 -3.6646 -6.9871
H 1.2237 -2.9422 -7.6349
H 2.0526 -2.9028 -4.6831
H 0.8172 -3.9597 -5.3723
H -0.3084 -2.0003 -5.9224
C 1.4900 -1.6150 10.5127
C 1.6202 -0.9444 9.1586
O 0.8779 0.2695 9.0781
H 0.4426 -1.8188 10.7360
H 2.0422 -2.5552 10.5375
H 1.8828 -0.9708 11.3027
H 1.2176 -1.5850 8.3749
H 2.6740 -0.7557 8.9264
H 1.2157 0.8702 9.7494
```

Record 2
3 unconnected molecules or ions with the total composition C18H32N7O4 in a non-equilibrium geometry. Source: OMol25; level of theory: wB97M-V/def2-TZVPD.

Spin multiplicity: 1
Charge: +1
LUMO energy (eV): -3.7653
Gap between HOMO and LUMO (eV): 6.5

The geometry in XYZ format:
```
61
C18H32N7O4 (wB97M-V/def2-TZVPD)
C 3.3261 -0.5539 2.2311
C 2.0839 -1.3818 1.5516
O 2.4785 -2.7176 1.0789
C 3.6264 -2.6828 0.1679
N 3.6497 -1.5632 -0.8337
C 2.4310 -0.6421 -0.7276
N 2.3383 0.3092 -1.7526
C 1.2451 1.3259 -1.9119
C 1.5307 2.6482 -0.7525
C 0.0785 3.3002 -0.0559
O 1.1561 2.3408 0.7340
N 1.4117 -0.6821 0.3850
C 0.1342 -1.3927 0.0126
C -1.1410 -0.3681 0.3379
C -2.4529 -1.1860 0.9783
C -3.7702 -0.4212 0.2875
C -4.6965 0.6980 1.0577
C -5.9400 1.4380 0.2505
C -6.3098 1.1205 -1.3493
C -5.3952 -0.0251 -2.0839
C -4.1501 -0.7699 -1.2856
H 4.0430 -1.3366 2.7740
H 4.0090 0.0290 1.4733
H 2.9823 0.1939 3.0889
H 1.2858 -1.5529 2.4175
H 3.5980 -3.6990 -0.4581
H 4.6624 -2.6505 0.7616
H 4.5029 -0.9728 -0.7169
H 3.0966 0.3269 -2.5007
H 0.1557 0.9583 -1.7346
H 1.2601 1.8994 -2.9336
H 2.4617 3.4510 -1.0049
H 0.1507 4.0628 0.8288
H -0.8285 2.5305 -0.1446
H 0.1204 -1.7950 -1.0910
H -0.0733 -2.3443 0.7007
H -0.8500 0.5315 1.0264
H -1.5171 -0.0153 -0.7392
H -2.4182 -2.3340 0.7561
H -2.4428 -0.9213 2.1371
H -4.5035 1.0060 2.1697
H -6.6233 2.2708 0.7619
H -7.1757 1.6728 -1.9293
H -5.5862 -0.3074 -3.2275
H -3.5327 -1.5656 -1.9012
C 0.6012 1.4117 4.8880
O 0.3136 0.4047 4.2618
N 1.0536 2.5348 4.2996
N 0.4937 1.4961 6.2273
H 1.2927 3.3687 4.8084
H 1.1524 2.5233 3.2939
H 0.1581 0.6785 6.7175
H 0.7287 2.3223 6.7506
C 1.0238 -1.1954 -5.0435
O 1.7239 -0.1991 -5.1216
N 0.6751 -1.7544 -3.8695
N 0.5330 -1.8311 -6.1240
H 0.0985 -2.5753 -3.7968
H 1.0184 -1.3145 -3.0270
H 0.7661 -1.4507 -7.0308
H -0.0446 -2.6526 -6.0681
```

Record 3
A molecular structure, C18H32NNdO5P2S in a non-equilibrium geometry. Source: OMol25; level of theory: wB97M-V/def2-TZVPD.

Spin multiplicity: 4
LUMO energy (spin up / spin down) (eV): -0.0960 / -0.0798
Gap between HOMO and LUMO (spin up / spin down) (eV): 6.7 / 6.8

The geometry in XYZ format:
```
60
C18H32NNdO5P2S (wB97M-V/def2-TZVPD)
C -4.2006 -1.7101 0.0881
C -2.8313 -1.5157 0.0633
N -2.3965 -0.2625 0.0632
C -3.1374 0.8384 0.0769
C -4.5116 0.6848 0.0760
C -5.0454 -0.6024 0.0852
C -1.8361 -2.6647 -0.0182
P -0.1446 -2.3509 0.6733
Nd -0.1320 0.0514 0.0027
P -0.7927 2.3713 -0.6437
C -2.4504 2.2016 0.1714
C 2.0718 0.2540 -0.3170
C 2.7960 -0.0122 0.7979
C 4.1869 0.0763 0.6345
C 4.7369 0.4201 -0.6019
C 3.8964 0.6805 -1.6862
C 2.5047 0.5870 -1.5523
O -0.9955 -3.7163 -2.8774
O 1.0516 -1.9362 -3.1242
H -4.5793 -2.7210 0.0996
H -5.1355 1.5671 0.0810
H -6.1272 -0.7428 0.0916
C -0.1782 -2.4926 2.4127
C 1.0095 -3.4266 -0.0571
H -3.0966 2.9897 -0.2391
H -2.2665 2.4233 1.2397
H -1.6588 -2.9539 -1.0873
H -2.2311 -3.5495 0.5063
C 0.1142 3.6217 0.1606
C -1.0044 2.6904 -2.3500
H 2.3757 -0.2542 1.7647
H 4.8270 -0.1183 1.4934
H 5.8252 0.4868 -0.7195
H 4.3097 0.9519 -2.6559
H 1.8583 0.7802 -2.3961
H 0.5558 -1.2724 -2.5454
H 1.9720 -1.8659 -2.8251
H -0.1557 -3.2092 -3.0269
H -1.6139 -3.3057 -3.5021
H -0.2711 -0.4388 -1.8188
H -0.3719 -3.5422 2.6300
H 0.7927 -2.1907 2.8334
H -0.9436 -1.8501 2.8669
H 0.6978 -4.4359 0.2111
H 1.0438 -3.3094 -1.1489
H 2.0035 -3.2053 0.3500
H -1.4658 3.6741 -2.4233
H -0.0241 2.6918 -2.8496
H -1.6275 1.9268 -2.8324
H -0.4073 4.5583 -0.0368
H 0.1944 3.4466 1.2417
H 1.1300 3.6560 -0.2538
C 2.3202 2.4466 2.4889
S 0.6658 1.5898 3.1502
O 1.1592 0.8572 4.2771
O -0.1862 2.6877 3.5124
O -0.1721 0.5705 2.2453
H 3.1793 1.8915 2.8862
H 2.3312 3.4635 2.9097
H 2.3813 2.5190 1.4041
```

Repeat the second record exactly.
3 unconnected molecules or ions with the total composition C18H32N7O4 in a non-equilibrium geometry. Source: OMol25; level of theory: wB97M-V/def2-TZVPD.

Spin multiplicity: 1
Charge: +1
LUMO energy (eV): -3.7653
Gap between HOMO and LUMO (eV): 6.5

The geometry in XYZ format:
```
61
C18H32N7O4 (wB97M-V/def2-TZVPD)
C 3.3261 -0.5539 2.2311
C 2.0839 -1.3818 1.5516
O 2.4785 -2.7176 1.0789
C 3.6264 -2.6828 0.1679
N 3.6497 -1.5632 -0.8337
C 2.4310 -0.6421 -0.7276
N 2.3383 0.3092 -1.7526
C 1.2451 1.3259 -1.9119
C 1.5307 2.6482 -0.7525
C 0.0785 3.3002 -0.0559
O 1.1561 2.3408 0.7340
N 1.4117 -0.6821 0.3850
C 0.1342 -1.3927 0.0126
C -1.1410 -0.3681 0.3379
C -2.4529 -1.1860 0.9783
C -3.7702 -0.4212 0.2875
C -4.6965 0.6980 1.0577
C -5.9400 1.4380 0.2505
C -6.3098 1.1205 -1.3493
C -5.3952 -0.0251 -2.0839
C -4.1501 -0.7699 -1.2856
H 4.0430 -1.3366 2.7740
H 4.0090 0.0290 1.4733
H 2.9823 0.1939 3.0889
H 1.2858 -1.5529 2.4175
H 3.5980 -3.6990 -0.4581
H 4.6624 -2.6505 0.7616
H 4.5029 -0.9728 -0.7169
H 3.0966 0.3269 -2.5007
H 0.1557 0.9583 -1.7346
H 1.2601 1.8994 -2.9336
H 2.4617 3.4510 -1.0049
H 0.1507 4.0628 0.8288
H -0.8285 2.5305 -0.1446
H 0.1204 -1.7950 -1.0910
H -0.0733 -2.3443 0.7007
H -0.8500 0.5315 1.0264
H -1.5171 -0.0153 -0.7392
H -2.4182 -2.3340 0.7561
H -2.4428 -0.9213 2.1371
H -4.5035 1.0060 2.1697
H -6.6233 2.2708 0.7619
H -7.1757 1.6728 -1.9293
H -5.5862 -0.3074 -3.2275
H -3.5327 -1.5656 -1.9012
C 0.6012 1.4117 4.8880
O 0.3136 0.4047 4.2618
N 1.0536 2.5348 4.2996
N 0.4937 1.4961 6.2273
H 1.2927 3.3687 4.8084
H 1.1524 2.5233 3.2939
H 0.1581 0.6785 6.7175
H 0.7287 2.3223 6.7506
C 1.0238 -1.1954 -5.0435
O 1.7239 -0.1991 -5.1216
N 0.6751 -1.7544 -3.8695
N 0.5330 -1.8311 -6.1240
H 0.0985 -2.5753 -3.7968
H 1.0184 -1.3145 -3.0270
H 0.7661 -1.4507 -7.0308
H -0.0446 -2.6526 -6.0681
```

What did the second record say?
3 unconnected molecules or ions with the total composition C18H32N7O4 in a non-equilibrium geometry. Source: OMol25; level of theory: wB97M-V/def2-TZVPD.

Spin multiplicity: 1
Charge: +1
LUMO energy (eV): -3.7653
Gap between HOMO and LUMO (eV): 6.5

The geometry in XYZ format:
```
61
C18H32N7O4 (wB97M-V/def2-TZVPD)
C 3.3261 -0.5539 2.2311
C 2.0839 -1.3818 1.5516
O 2.4785 -2.7176 1.0789
C 3.6264 -2.6828 0.1679
N 3.6497 -1.5632 -0.8337
C 2.4310 -0.6421 -0.7276
N 2.3383 0.3092 -1.7526
C 1.2451 1.3259 -1.9119
C 1.5307 2.6482 -0.7525
C 0.0785 3.3002 -0.0559
O 1.1561 2.3408 0.7340
N 1.4117 -0.6821 0.3850
C 0.1342 -1.3927 0.0126
C -1.1410 -0.3681 0.3379
C -2.4529 -1.1860 0.9783
C -3.7702 -0.4212 0.2875
C -4.6965 0.6980 1.0577
C -5.9400 1.4380 0.2505
C -6.3098 1.1205 -1.3493
C -5.3952 -0.0251 -2.0839
C -4.1501 -0.7699 -1.2856
H 4.0430 -1.3366 2.7740
H 4.0090 0.0290 1.4733
H 2.9823 0.1939 3.0889
H 1.2858 -1.5529 2.4175
H 3.5980 -3.6990 -0.4581
H 4.6624 -2.6505 0.7616
H 4.5029 -0.9728 -0.7169
H 3.0966 0.3269 -2.5007
H 0.1557 0.9583 -1.7346
H 1.2601 1.8994 -2.9336
H 2.4617 3.4510 -1.0049
H 0.1507 4.0628 0.8288
H -0.8285 2.5305 -0.1446
H 0.1204 -1.7950 -1.0910
H -0.0733 -2.3443 0.7007
H -0.8500 0.5315 1.0264
H -1.5171 -0.0153 -0.7392
H -2.4182 -2.3340 0.7561
H -2.4428 -0.9213 2.1371
H -4.5035 1.0060 2.1697
H -6.6233 2.2708 0.7619
H -7.1757 1.6728 -1.9293
H -5.5862 -0.3074 -3.2275
H -3.5327 -1.5656 -1.9012
C 0.6012 1.4117 4.8880
O 0.3136 0.4047 4.2618
N 1.0536 2.5348 4.2996
N 0.4937 1.4961 6.2273
H 1.2927 3.3687 4.8084
H 1.1524 2.5233 3.2939
H 0.1581 0.6785 6.7175
H 0.7287 2.3223 6.7506
C 1.0238 -1.1954 -5.0435
O 1.7239 -0.1991 -5.1216
N 0.6751 -1.7544 -3.8695
N 0.5330 -1.8311 -6.1240
H 0.0985 -2.5753 -3.7968
H 1.0184 -1.3145 -3.0270
H 0.7661 -1.4507 -7.0308
H -0.0446 -2.6526 -6.0681
```

> Look up the spin multiplicity of the second one.

1

> Among the records above, which one has the highest spin multiplicity?

C18H32NNdO5P2S